16
Properties=species:S:1:pos:R:3 method="wB97M-V/def2-TZVPD" fmax_ev_per_a=1.6 e_above_lowest_kj_mol=75.31 homo_energy_ev=-8.471
C 1.01019 -1.50855 1.60201
C 0.44456 -0.07735 1.74890
N 0.42289 0.86528 0.90032
N 0.81941 0.54677 -0.42890
C -0.26274 0.08430 -1.32641
C -1.53438 0.90374 -1.42352
Cl -1.17336 2.55696 -2.05351
H 0.32170 -2.15744 2.15168
H 1.94940 -1.51516 2.15224
H 1.22154 -1.88061 0.59699
H 0.06073 0.22319 2.71834
H 1.18646 1.44750 -0.72502
H -0.45943 -0.99700 -1.05471
H 0.25685 0.07623 -2.27620
H -2.23000 0.40191 -2.10601
H -2.03384 1.03023 -0.47621

---

54
Properties=species:S:1:pos:R:3 method="wB97M-V/def2-TZVPD" fmax_ev_per_a=1.1 smiles="Cc1ccc(C)c(N2CCN(S(=O)(=O)c3cc4c(cc3C)NC(=O)CO4)CC2)c1" e_above_lowest_kj_mol=178.64 homo_energy_ev=-7.817
C 3.19519 -1.59813 5.54950
C 2.12111 -2.25266 4.73332
C 1.70560 -3.54701 5.02333
C 0.73615 -4.15135 4.24906
C 0.13764 -3.50613 3.17287
C -0.83212 -4.27641 2.32263
C 0.51563 -2.18451 2.90333
N -0.04811 -1.37740 1.90517
C 0.77341 -0.94497 0.79705
C 0.33408 0.45424 0.35103
N -1.09119 0.51817 0.09619
S -1.53423 -0.05467 -1.42214
O -0.77578 -1.20881 -1.82028
O -2.96433 -0.17136 -1.43315
C -1.02333 1.32170 -2.45059
C -0.06249 1.06640 -3.41141
C 0.36296 2.08041 -4.25450
C -0.18844 3.35924 -4.10593
C -1.15596 3.59319 -3.13964
C -1.59356 2.57964 -2.29464
C -2.62646 2.83797 -1.24960
N 0.28609 4.38161 -4.92410
C 1.10326 4.17082 -5.98886
O 1.54302 5.07133 -6.66215
C 1.35570 2.69862 -6.29301
O 1.33768 1.83481 -5.17398
C -1.88088 0.00670 1.20012
C -1.44977 -1.41704 1.56924
C 1.51172 -1.59157 3.68368
H 4.14873 -2.10105 5.38892
H 2.96075 -1.66295 6.61087
H 3.30798 -0.55123 5.27937
H 2.15244 -4.08394 5.84724
H 0.44550 -5.16939 4.46912
H -1.86632 -4.05297 2.58361
H -0.67729 -5.34350 2.46860
H -0.68830 -4.05193 1.26895
H 1.82001 -0.92912 1.10347
H 0.66432 -1.62710 -0.06021
H 0.84616 0.74105 -0.56907
H 0.56010 1.18653 1.13314
H 0.34908 0.07446 -3.49852
H -1.56818 4.58709 -3.04338
H -3.10294 3.80223 -1.40521
H -3.37422 2.04952 -1.27075
H -2.16612 2.82192 -0.26307
H 0.01275 5.33468 -4.72153
H 0.59239 2.38489 -7.02429
H 2.33941 2.58950 -6.75397
H -2.92275 0.02297 0.88137
H -1.74045 0.67855 2.05235
H -2.01877 -1.75834 2.43347
H -1.66558 -2.06009 0.70151
H 1.79868 -0.57462 3.45546

---

14
Properties=species:S:1:pos:R:3 method="wB97M-V/def2-TZVPD" fmax_ev_per_a=4.3 e_above_lowest_kj_mol=255.23 homo_energy_ev=-9.362
C -2.10391 1.59279 -0.66448
C 0.68348 -1.94750 -1.02673
C 0.19836 -1.30580 -2.08561
O -0.80845 1.03531 1.46745
O 1.92971 -1.76197 -0.38778
S -1.37242 0.45443 0.24710
I 0.22301 0.46971 4.78563
H -1.91367 2.66920 -0.52010
H -2.84071 1.32173 -1.28738
H -0.22186 0.87373 3.27000
H 0.11166 -2.75252 -0.48804
H -0.83063 -1.36953 -2.41635
H 0.81720 -0.62324 -2.52116
H 2.52159 -0.98481 -0.56609